The following is a quantum chemistry calculation of one molecule with the formula C7H5Cl2NO2 in a non-equilibrium geometry, from OMol25.

HOMO-LUMO gap ... 8.569 eV
SMILES ... O=C1OCN=C1/C(Cl)=C\C=C\Cl
Energy above the lowest of the compared OMol25 structures with the same formula, charge and spin ... 12.4 kcal per mole
Molecular weight ... 206.0 g/mol

Each line ends with the Löwdin charge.
CARTESIAN COORDINATES (ANGSTROEM)
O: -1.156 1.917 1.968  0.1418
C: -0.536 0.952 1.710  -0.4727
O: -0.679 -0.206 2.346  0.0682
C: 0.073 -1.233 1.765  -0.1434
N: 0.761 -0.571 0.612  0.0911
C: 0.379 0.707 0.564  -0.2374
C: 0.471 1.660 -0.472  -0.6258
Cl: 0.566 3.272 -0.031  0.7994
C: -0.045 1.114 -1.654  -0.0760
C: -0.229 -0.210 -1.939  -0.1986
C: 0.505 -1.178 -1.339  -0.5755
Cl: -0.111 -2.782 -1.467  0.6867
H: -0.658 -1.984 1.507  0.1152
H: 0.908 -1.739 2.395  0.1649
H: -0.605 1.761 -2.299  0.1146
H: -1.111 -0.547 -2.414  0.0936
H: 1.465 -0.935 -1.252  0.0542


The following is a quantum chemistry calculation of C22H32MoN2O5S2 as an isolated structure, from OMol25.

HOMO-LUMO gap (spin up / spin down) ... 5.697 / 5.697 eV
Energy above the lowest of the compared OMol25 structures with the same formula, charge and spin ... 0.0 kcal per mole
Molecular weight ... 564.6 g/mol
Charge ... -2

Each line ends with the Löwdin charge.
CARTESIAN COORDINATES (ANGSTROEM)
Mo: -0.183 -0.429 0.418  1.1000
O: -4.615 -0.085 1.397  -0.1334
C: -3.680 -0.223 2.454  -0.2625
C: -3.009 -1.604 2.468  -0.1721
N: -1.544 -1.624 2.342  -0.2126
C: -1.130 -3.024 2.153  -0.1137
C: -1.028 -3.428 0.682  -0.6617
O: -1.262 -4.597 0.373  -0.0192
O: -0.652 -2.496 -0.101  -0.1946
C: -0.922 -1.092 3.553  -0.1457
C: 0.598 -1.062 3.385  -0.6761
O: 1.316 -1.160 4.382  -0.0111
O: 0.992 -0.966 2.177  -0.2125
H: -4.080 -0.125 0.580  -0.0325
H: -2.923 0.567 2.416  0.0753
H: -4.264 -0.093 3.369  0.1071
H: -3.263 -2.139 3.398  0.1123
H: -3.434 -2.180 1.643  0.1296
H: -0.132 -3.167 2.570  0.1277
H: -1.808 -3.710 2.672  0.1188
H: -1.252 -0.061 3.705  0.0946
H: -1.183 -1.683 4.442  0.1241
C: -1.959 3.944 0.977  -0.1576
C: -1.766 2.489 0.617  -0.7630
S: -0.450 1.668 1.481  0.5609
C: -2.516 1.842 -0.286  -0.7611
C: -3.642 2.473 -1.056  -0.1368
S: -2.236 0.128 -0.668  0.6008
H: -1.397 4.177 1.881  0.0392
H: -3.009 4.188 1.160  0.0599
H: -1.596 4.607 0.185  0.0692
H: -3.816 3.510 -0.764  0.0539
H: -4.570 1.913 -0.905  0.0616
H: -3.429 2.453 -2.130  0.0570
C: 3.317 -2.027 0.564  -0.0689
C: 3.841 -0.626 0.232  -0.3735
C: 3.484 0.452 1.260  -0.0714
C: 3.485 -0.202 -1.179  -0.1439
C: 4.532 -0.016 -2.074  -0.0718
C: 4.322 0.372 -3.386  -0.1238
C: 3.020 0.580 -3.808  -0.0738
C: 1.932 0.411 -2.958  -0.1484
C: 0.554 0.673 -3.531  -0.3796
C: -0.299 -0.598 -3.577  -0.0833
C: -0.125 1.865 -2.853  -0.0765
C: 2.150 0.011 -1.614  -0.2110
N: 1.094 -0.165 -0.748  -0.1916
H: 3.526 -2.274 1.606  0.0758
H: 3.808 -2.763 -0.081  0.0722
H: 2.244 -2.111 0.420  0.0449
H: 4.936 -0.706 0.242  0.1090
H: 2.429 0.711 1.232  0.0243
H: 4.068 1.356 1.057  0.0722
H: 3.705 0.106 2.272  0.0761
H: 5.544 -0.185 -1.719  0.0956
H: 5.155 0.509 -4.066  0.0803
H: 2.826 0.886 -4.831  0.0948
H: 0.725 0.968 -4.575  0.1095
H: -0.440 -1.029 -2.589  0.0253
H: 0.186 -1.343 -4.214  0.0733
H: -1.288 -0.379 -3.987  0.0677
H: -0.215 1.724 -1.778  0.0278
H: -1.130 2.012 -3.256  0.0667
H: 0.458 2.774 -3.034  0.0759


The following is a quantum chemistry calculation of one molecule with the formula CH4N2OS2 in a non-equilibrium geometry, from OMol25.

HOMO-LUMO gap ... 9.095 eV
SMILES ... ONC(=S)NS
Energy above the lowest of the compared OMol25 structures with the same formula, charge and spin ... 58.0 kcal per mole
Molecular weight ... 124.2 g/mol

Each line ends with the Löwdin charge.
CARTESIAN COORDINATES (ANGSTROEM)
O: 0.746 1.809 0.109  -0.1138
N: -0.280 1.052 -0.537  -0.0927
C: -0.730 -0.194 -0.018  -0.9331
S: -2.280 -0.784 -0.113  0.6348
N: 0.310 -0.900 0.684  -0.4292
S: 1.714 -1.146 -0.234  0.7340
H: 0.410 2.065 1.089  0.1736
H: -1.042 1.693 -0.658  0.1054
H: -0.065 -1.728 1.027  0.0141
H: 1.217 -1.865 -1.349  -0.0931


The following is a quantum chemistry calculation of C3H6N2O as an isolated structure in a non-equilibrium geometry, from OMol25.

HOMO-LUMO gap ... 8.493 eV
Energy above the lowest of the compared OMol25 structures with the same formula, charge and spin ... 137.4 kcal per mole
Molecular weight ... 86.1 g/mol

Each line ends with the Löwdin charge.
CARTESIAN COORDINATES (ANGSTROEM)
C: -0.520 -0.422 1.134  -0.2024
N: -0.049 0.728 -1.053  -0.1084
N: 0.752 0.288 -2.069  0.0265
C: 0.348 -0.108 -0.041  -0.3686
C: 1.507 -0.629 -0.544  0.1205
O: -1.252 0.760 1.455  -0.0663
H: -1.887 0.554 2.152  0.0900
H: -0.891 1.291 -1.092  0.1485
H: 1.147 1.100 -2.556  0.0660
H: -1.210 -1.241 0.880  0.1267
H: 0.111 -0.748 1.969  0.1211
H: 1.944 -1.575 -0.233  0.0465


The following is a quantum chemistry calculation of C27H35N5O2OsS2Si as an isolated structure in a non-equilibrium geometry, from OMol25.

HOMO-LUMO gap (spin up / spin down) ... 3.974 / 4.148 eV
Energy above the lowest of the compared OMol25 structures with the same formula, charge and spin ... 63.2 kcal per mole
Molecular weight ... 744.1 g/mol

Each line ends with the Löwdin charge.
CARTESIAN COORDINATES (ANGSTROEM)
Os: -0.009 0.236 0.611  0.7224
N: -2.210 1.101 1.480  -0.0956
C: -3.359 0.743 0.664  -0.2593
C: -3.295 -0.756 0.483  -0.2213
N: -1.966 -1.118 -0.029  -0.0195
H: -2.244 0.608 2.369  0.0761
H: -2.170 2.095 1.671  0.0668
H: -3.271 1.248 -0.301  0.1151
H: -4.314 1.032 1.111  0.1145
H: -4.097 -1.092 -0.175  0.1175
H: -3.431 -1.233 1.455  0.1253
H: -1.990 -1.316 -1.023  0.0742
H: -1.621 -1.948 0.450  0.0542
S: 0.532 0.008 2.811  0.6167
C: 0.275 1.613 3.447  -0.6794
C: 0.096 1.798 4.819  -0.0572
C: -0.146 3.058 5.338  -0.1917
C: -0.418 3.207 6.742  -0.1796
N: -0.658 3.300 7.862  0.1641
C: -0.170 4.174 4.481  -0.1944
C: 0.037 3.997 3.123  -0.0610
C: 0.241 2.722 2.598  -0.6939
S: 0.421 2.506 0.872  0.5588
C: -0.423 5.493 4.993  -0.1826
N: -0.638 6.554 5.380  0.1621
H: 0.123 0.943 5.483  0.1189
H: 0.024 4.854 2.462  0.1170
O: 1.756 -1.218 -1.979  -0.0318
C: 1.377 -2.052 -1.017  -0.2861
N: 0.714 -1.639 0.101  -0.0570
C: 0.457 -2.777 0.901  -0.4126
O: -0.268 -2.745 1.894  0.0524
C: 1.070 -3.914 0.228  -0.0774
C: 1.115 -5.266 0.549  0.0090
C: 1.746 -6.126 -0.328  -0.0574
C: 2.317 -5.653 -1.527  -0.0565
C: 2.265 -4.321 -1.869  0.0060
C: 1.631 -3.439 -0.978  -0.0948
H: 0.664 -5.628 1.464  0.1263
H: 1.800 -7.185 -0.109  0.1067
H: 2.791 -6.359 -2.196  0.1092
H: 2.704 -3.954 -2.788  0.1079
C: -0.265 0.872 -2.333  -0.1315
Si: 1.093 -0.181 -3.106  0.5969
C: 2.604 0.890 -3.461  -0.5932
C: 3.825 0.023 -3.806  -0.0826
C: 2.368 1.889 -4.601  -0.0839
C: 2.908 1.667 -2.167  -0.0880
C: 0.280 -1.222 -4.455  -0.5955
C: -0.745 -2.167 -3.810  -0.0766
C: 1.324 -2.072 -5.195  -0.0774
C: -0.438 -0.327 -5.475  -0.0785
H: -0.300 1.884 -2.738  0.0581
H: -0.071 0.993 -1.249  -0.0866
H: -1.258 0.436 -2.444  0.0250
H: 3.690 -0.506 -4.750  0.0641
H: 4.017 -0.716 -3.027  0.0794
H: 4.712 0.657 -3.902  0.0887
H: 2.209 1.375 -5.552  0.0681
H: 3.243 2.536 -4.719  0.0892
H: 1.502 2.529 -4.411  0.0794
H: 2.957 1.003 -1.300  0.0742
H: 2.147 2.424 -1.963  0.0704
H: 3.874 2.173 -2.255  0.0914
H: -0.294 -2.789 -3.031  0.0731
H: -1.159 -2.837 -4.570  0.0925
H: -1.583 -1.615 -3.372  0.0662
H: 1.897 -2.692 -4.503  0.0642
H: 2.025 -1.441 -5.745  0.0720
H: 0.830 -2.733 -5.914  0.0892
H: -1.216 0.282 -5.005  0.0795
H: -0.913 -0.944 -6.245  0.0904
H: 0.259 0.350 -5.973  0.0695


The following is a quantum chemistry calculation of C45H50GeIN2O3P2Ti as an isolated structure in a non-equilibrium geometry, from OMol25.

HOMO-LUMO gap (spin up / spin down) ... 4.896 / 4.897 eV
Molecular weight ... 976.2 g/mol
Charge ... +3

Each line ends with the Löwdin charge.
CARTESIAN COORDINATES (ANGSTROEM)
Ti: 1.057 0.130 -0.252  0.6343
I: 3.430 1.049 1.610  1.2311
C: 3.031 1.894 3.533  -0.5180
C: 4.128 1.800 4.342  -0.1433
C: 4.105 2.374 5.621  -0.0300
C: 2.989 3.041 6.024  0.0112
C: 1.851 3.144 5.189  -0.1364
C: 0.749 3.887 5.661  0.0161
C: -0.371 4.041 4.901  -0.0179
C: -0.428 3.425 3.648  -0.0759
C: 0.609 2.669 3.137  -0.2665
P: 0.180 2.007 1.462  1.0218
C: -1.572 1.487 1.636  -0.4001
C: -2.449 1.602 0.557  -0.1134
C: -3.749 1.122 0.649  -0.0397
C: -4.182 0.500 1.809  -0.0364
C: -3.312 0.365 2.885  -0.0432
C: -2.018 0.857 2.802  -0.1185
C: 0.156 3.598 0.531  -0.3887
C: 1.381 4.027 0.000  -0.1285
C: 1.491 5.267 -0.611  -0.0448
C: 0.374 6.085 -0.716  -0.0300
C: -0.846 5.660 -0.210  -0.0290
C: -0.958 4.428 0.419  -0.0753
C: 1.818 2.534 3.887  -0.1915
H: 5.028 1.304 4.001  0.0972
H: 4.982 2.299 6.249  0.1297
H: 2.959 3.524 6.992  0.1349
H: 0.820 4.346 6.639  0.1359
H: -1.212 4.619 5.256  0.1285
H: -1.337 3.547 3.078  0.1073
H: -2.152 2.129 -0.343  0.0918
H: -4.433 1.262 -0.179  0.1233
H: -5.200 0.141 1.880  0.1253
H: -3.656 -0.099 3.800  0.1259
H: -1.368 0.784 3.664  0.1048
H: 2.265 3.404 0.100  0.0540
H: 2.446 5.603 -0.993  0.1226
H: 0.456 7.055 -1.186  0.1262
H: -1.719 6.294 -0.297  0.1257
H: -1.918 4.127 0.819  0.1077
N: 2.779 0.279 -1.557  -0.0754
C: 2.663 0.534 -3.027  -0.1801
C: 1.944 1.849 -3.277  -0.1477
C: 0.453 1.699 -3.046  -0.1687
N: 0.125 1.447 -1.602  -0.0548
H: 3.415 0.992 -1.195  0.0447
H: 3.280 -0.604 -1.445  0.0864
H: 2.104 -0.285 -3.481  0.1092
H: 3.658 0.552 -3.469  0.1429
H: 2.100 2.149 -4.313  0.1426
H: 2.365 2.641 -2.648  0.1185
H: 0.081 0.864 -3.633  0.1022
H: -0.075 2.596 -3.373  0.1440
H: -0.854 1.151 -1.577  0.0512
H: 0.161 2.365 -1.142  0.0472
C: -1.803 -3.061 2.476  -0.0247
O: -0.437 -2.565 2.400  -0.2753
P: 0.033 -1.253 1.679  0.7757
O: 0.743 -0.431 2.877  -0.4356
C: 0.918 -0.854 4.253  -0.0322
O: 1.425 -1.757 0.860  -0.5629
C: 2.439 -2.581 1.497  -0.0479
H: -2.077 -3.125 3.527  0.1080
H: -1.825 -4.048 2.027  0.0769
H: -2.497 -2.403 1.957  0.0805
H: 1.970 -1.081 4.418  0.1027
H: 0.315 -1.729 4.476  0.0946
H: 0.618 -0.027 4.894  0.0973
H: 2.818 -3.279 0.755  0.0996
H: 1.996 -3.136 2.320  0.1043
H: 3.248 -1.952 1.861  0.0523
C: 1.839 -2.681 -2.123  -0.1985
Ge: 0.068 -1.872 -1.604  0.9894
C: -0.978 -3.306 -0.733  -0.3364
C: -0.401 -4.507 -0.327  -0.1146
C: -1.196 -5.597 0.001  -0.0611
C: -2.579 -5.494 -0.060  -0.0552
C: -3.166 -4.291 -0.434  -0.0599
C: -2.371 -3.206 -0.767  -0.1207
C: -1.037 -1.555 -3.238  -0.2550
C: -1.944 -0.518 -3.287  -0.1661
C: -2.644 -0.190 -4.459  -0.0629
C: -2.410 -0.898 -5.606  0.0017
C: -1.557 -2.024 -5.592  -0.1494
C: -1.376 -2.821 -6.747  -0.0068
C: -0.630 -3.965 -6.702  -0.0426
C: -0.061 -4.387 -5.487  -0.0404
C: -0.199 -3.625 -4.359  -0.0517
C: -0.902 -2.397 -4.382  -0.1692
H: 1.782 -3.763 -2.018  0.0357
H: 2.664 -2.350 -1.490  -0.0034
H: 2.083 -2.473 -3.164  0.0379
H: 0.678 -4.614 -0.287  0.0975
H: -0.736 -6.535 0.285  0.1209
H: -3.198 -6.351 0.170  0.1225
H: -4.244 -4.211 -0.494  0.1198
H: -2.835 -2.282 -1.097  0.1004
H: -2.161 0.055 -2.386  0.0790
H: -3.350 0.631 -4.463  0.1136
H: -2.912 -0.632 -6.527  0.1290
H: -1.862 -2.519 -7.666  0.1261
H: -0.507 -4.571 -7.590  0.1202
H: 0.470 -5.329 -5.441  0.1182
H: 0.167 -3.999 -3.412  0.0784


The following is a quantum chemistry calculation of one molecule with the formula C5H8N2S in a non-equilibrium geometry, from OMol25.

HOMO-LUMO gap ... 9.053 eV
SMILES ... CN(C)c1nccs1
Energy above the lowest of the compared OMol25 structures with the same formula, charge and spin ... 46.2 kcal per mole
Molecular weight ... 128.2 g/mol

Each line ends with the Löwdin charge.
CARTESIAN COORDINATES (ANGSTROEM)
C: 1.072 1.508 0.060  -0.0678
N: 0.489 0.299 0.755  -0.2079
C: 1.357 -0.823 0.754  -0.1356
C: -0.921 -0.035 0.235  -0.5041
N: -1.350 -1.239 0.229  0.0251
C: -2.643 -1.317 -0.035  -0.2909
C: -3.318 -0.155 -0.238  -0.4084
S: -2.205 1.206 -0.138  0.9684
H: 0.235 1.738 -0.640  0.0407
H: 1.205 2.302 0.890  0.1104
H: 1.977 1.275 -0.444  0.0578
H: 1.972 -0.536 1.558  0.0738
H: 0.933 -1.802 1.016  0.0870
H: 1.888 -1.000 -0.154  0.0749
H: -2.975 -2.274 -0.256  0.0850
H: -4.423 -0.138 -0.520  0.0915


The following is a quantum chemistry calculation of a 2-piece molecular cluster, C3H5NO2S overall in a non-equilibrium geometry, from OMol25.

HOMO-LUMO gap (spin up / spin down) ... 5.991 / 8.820 eV
Energy above the lowest of the compared OMol25 structures with the same formula, charge and spin ... 17.4 kcal per mole
Molecular weight ... 119.1 g/mol
⟨S²⟩ ... 2.025
Multiplicity ... 3

Each line ends with the Löwdin charge.
CARTESIAN COORDINATES (ANGSTROEM)
C: -2.470 1.179 0.082  -0.4372
C: -0.117 -1.618 -0.680  -0.0525
C: 0.314 -0.587 -0.021  -0.5725
N: -1.837 2.193 0.159  0.1855
O: -3.012 0.153 0.032  0.1363
O: 1.119 1.668 0.543  -0.4613
S: 1.116 0.647 -0.739  0.8888
H: -0.612 -2.520 -0.327  0.0780
H: -0.361 -1.609 -1.726  0.0622
H: 0.396 -0.704 1.032  0.0751
H: -0.909 2.578 -0.073  0.0696
H: 1.828 2.328 0.425  0.0280